Formula: C43H68BClCsF9LiN6O19P2S3
Source: the OMol25 dataset
Level of theory: ωB97M-V/def2-TZVPD

```
154
Properties=species:S:1:pos:R:3:forces:R:3
H 0.039 -1.770 2.707 0.5 -0.4 0.2
H 7.645 3.193 1.813 0.6 -2.4 1.1
F -5.606 0.059 -7.407 0.0 -0.1 -0.1
C 3.237 -1.226 4.133 -0.5 -0.6 0.7
H 3.070 0.949 -1.539 -0.4 -0.2 0.4
H -13.023 -2.092 3.006 -0.1 0.0 -0.1
H -11.931 -4.226 -1.640 0.0 -0.1 0.1
N -11.482 -3.375 0.200 0.1 0.1 0.3
F 12.364 3.758 4.088 -0.2 0.4 0.2
S 8.907 -0.983 3.887 0.0 0.4 0.0
H -3.944 -2.684 -0.637 0.1 0.0 -0.1
H 1.041 -3.508 -2.842 0.0 0.6 0.1
C 14.471 3.753 8.636 0.6 -1.2 -0.2
S 11.602 5.251 6.144 -0.5 0.5 -0.3
N 8.569 2.717 1.847 -1.1 -1.5 -0.2
C -6.905 1.960 -7.902 -0.1 -0.1 -0.2
H -14.353 -4.274 0.204 -0.1 0.1 -0.1
O 7.387 -5.104 -2.979 0.0 0.1 0.1
F 15.175 4.037 9.743 -0.3 0.3 -0.2
C -4.669 -2.046 -5.062 -0.1 0.1 -0.1
C 4.926 -0.709 1.189 0.4 0.9 0.1
H -14.017 -5.228 -1.230 -0.1 0.1 0.1
C -0.476 3.175 -1.828 -1.2 1.2 0.4
O 1.196 0.695 -3.154 0.5 0.1 0.6
H -10.666 -5.903 -0.808 0.1 0.0 0.0
H 10.258 -0.333 1.502 -0.5 -0.2 -0.4
H -15.362 0.450 -1.092 0.0 0.3 0.2
H -5.061 -1.570 -1.456 0.1 -0.2 -0.1
H -1.788 2.501 -0.249 0.3 0.5 0.0
H -0.477 3.540 0.374 -0.5 0.2 -0.3
H 5.067 -2.049 3.346 -0.4 0.2 -0.6
H 2.184 -2.166 -2.703 -0.7 0.2 -0.3
C -13.552 -4.775 -0.353 0.1 -0.3 0.1
H 9.198 -2.392 1.542 0.1 0.7 -0.6
C -3.491 -1.606 -4.480 -0.1 0.0 0.0
N -6.573 -1.781 0.781 -0.5 -0.4 -0.4
C -9.974 -5.330 -0.189 -0.1 -0.1 0.0
N 3.838 -1.429 1.668 1.3 0.2 0.3
H -4.869 -4.980 -3.403 0.0 0.0 -0.1
F 15.358 3.510 7.654 -0.2 0.3 0.1
F 10.323 4.468 3.963 -0.1 0.3 0.2
C 1.029 -2.166 3.035 -0.6 0.2 0.1
H 0.850 -3.102 3.602 0.2 0.5 -0.2
O 12.434 5.210 9.327 -0.1 -0.3 -0.3
N 12.706 4.409 6.902 -0.3 0.8 0.2
C -10.699 -4.441 0.812 -0.1 -0.1 -0.3
C -12.939 -2.852 2.227 0.0 -0.1 0.8
H 3.694 -0.250 4.393 -0.2 -0.5 -0.3
H -0.875 3.923 -2.543 0.4 -0.6 0.2
S 13.314 5.103 8.194 0.4 0.4 0.8
C -7.442 -0.941 -0.099 -0.4 0.1 0.0
O 6.404 -3.040 -2.379 0.0 0.1 0.1
C 6.332 -1.319 1.172 -0.5 2.0 0.4
C -1.206 3.425 -0.450 0.4 -0.8 -0.5
C -14.419 -0.111 -0.891 -0.2 0.1 -0.6
H -6.719 -2.772 0.565 -0.2 0.0 0.1
C -11.948 -2.387 1.157 0.0 0.4 -0.7
H 3.659 -3.039 2.987 0.2 0.6 0.2
C 13.292 7.415 -2.262 1.2 1.1 -0.8
O 14.476 6.837 -2.355 -0.7 0.0 0.2
C -6.085 1.263 -7.036 -0.2 0.5 0.1
H 0.698 0.176 0.293 0.2 0.6 -0.2
C 2.654 0.635 -0.565 0.2 0.0 0.4
H -5.969 3.429 -4.453 0.0 0.0 0.0
N -3.362 -3.610 -3.159 -0.3 0.2 -0.1
H 8.505 2.073 2.643 0.3 0.2 -0.1
H -14.266 -0.625 -1.875 0.3 -0.1 -0.1
H -3.610 -0.930 -0.677 0.1 -0.1 0.1
H 0.617 3.329 -1.759 -0.5 -0.3 -0.1
H 3.329 -1.849 5.053 0.1 0.3 -0.6
O -13.392 0.572 -0.397 0.2 -0.5 0.3
C 11.273 4.029 4.818 0.5 -1.3 -0.5
O 12.061 6.422 5.449 0.2 -0.2 0.0
H -11.075 -1.971 1.670 0.0 -0.1 0.1
H -12.944 -2.898 -1.211 0.1 0.1 0.2
H -6.105 -3.653 -5.117 0.0 0.0 0.0
H -8.052 3.749 -8.182 0.0 0.0 0.0
Cl 7.002 -4.260 -1.873 0.0 -0.1 0.0
H -9.348 -6.049 0.343 0.0 0.0 0.0
H 2.963 1.184 1.545 0.4 0.1 -0.4
P 0.258 0.710 -2.020 0.1 0.1 -2.8
C 1.708 -1.039 3.868 0.3 0.4 -1.0
H -0.500 -2.651 -1.450 0.2 0.7 0.0
H 3.660 2.368 0.374 0.0 -0.5 0.1
C -6.235 3.015 -5.418 -0.1 0.0 -0.2
H -11.317 -5.075 1.466 0.1 -0.1 0.1
O 11.170 6.690 -1.351 -0.2 0.1 0.0
Cs 8.029 5.088 1.054 0.6 3.8 -1.4
H 1.002 1.924 0.055 -0.3 -0.4 -0.4
H -3.054 -0.652 -4.748 0.1 0.0 0.0
C 6.077 1.223 0.118 -1.0 -1.6 0.9
O -4.623 -1.255 1.738 -0.1 0.1 -0.2
C -5.112 -1.519 0.684 1.9 0.2 0.9
B 14.375 5.483 -1.752 1.4 -1.1 0.1
C 7.449 0.850 0.675 -0.4 0.3 -0.6
C -7.402 3.197 -7.515 0.1 0.0 0.2
C -4.500 -4.013 -3.733 0.1 -0.1 0.2
O 10.336 5.391 6.818 0.1 -0.3 0.1
C 4.834 0.527 0.670 0.7 1.2 0.1
H -9.932 -3.988 1.450 -0.2 0.2 0.1
H -7.449 4.693 -5.976 0.0 0.0 0.0
C -7.065 3.725 -6.275 0.0 0.1 0.0
C 4.010 -1.983 3.023 -0.6 -0.9 0.6
H -1.956 -2.123 -3.060 -0.1 0.1 -0.1
H -6.764 -1.629 1.775 -0.2 0.0 -0.1
H -7.330 -1.275 -1.127 0.0 0.1 0.0
H -5.176 -1.439 -5.800 0.0 0.0 0.0
C 8.585 1.876 0.601 -0.1 -0.2 0.0
H 2.783 -0.465 -0.490 0.1 0.6 -0.3
P 9.109 -1.029 1.945 -0.9 -1.3 1.1
H -14.815 -0.970 -0.265 -0.1 -0.5 0.6
H -13.158 -5.593 0.258 0.0 0.0 0.0
H -7.149 1.536 -8.867 0.0 0.0 0.0
Li -14.992 -3.976 2.383 -0.4 -0.4 0.1
O -0.594 -0.700 -2.100 0.4 1.6 1.6
C -5.745 1.773 -5.797 0.1 -0.2 0.2
C 1.128 0.929 -0.408 -0.1 -0.4 0.3
C -12.464 -3.787 -0.792 0.0 0.1 -0.4
F 14.664 4.500 -2.712 -0.2 0.4 0.3
H -7.151 0.101 0.011 0.0 -0.1 0.0
C 1.113 -2.398 -2.853 0.0 -0.4 0.3
O 13.029 8.522 -2.658 -0.2 -0.2 0.1
O 14.158 6.242 7.961 0.0 -0.2 -0.3
H 8.529 2.535 -0.312 -0.1 -0.8 0.8
H -8.471 -1.082 0.226 0.0 0.1 -0.1
C 0.213 -1.835 -1.705 0.3 -1.8 -0.6
O 12.963 5.352 -1.293 -0.3 0.6 -0.2
C 7.549 -0.379 1.200 0.3 0.3 -0.7
O 5.911 2.024 -0.763 0.6 1.4 -0.4
H 1.134 -0.847 4.799 0.5 -0.2 -0.4
F 13.827 2.592 8.864 -0.1 0.4 0.0
H -12.385 -1.534 0.615 -0.1 0.0 0.0
H 9.554 1.355 0.558 -0.4 0.4 -0.1
H -9.328 -4.741 -0.844 -0.1 0.0 0.0
H -13.934 -2.983 1.804 0.4 0.9 -0.8
C 3.516 1.293 0.581 -0.5 -1.0 -0.5
C -4.390 -1.687 -0.604 -0.8 0.3 -0.4
F 10.845 2.851 5.306 -0.1 0.4 0.0
F 15.250 5.369 -0.665 -0.4 0.1 -0.4
H 1.564 -2.447 2.109 -0.1 0.2 0.5
H 0.758 -2.081 -3.850 0.3 0.1 0.6
O 8.172 -3.928 -1.086 0.0 0.1 0.0
C 12.336 6.470 -1.588 -0.8 -1.2 0.8
O 6.481 -2.477 1.108 0.4 -2.6 0.2
H -5.102 1.201 -5.139 0.0 0.0 0.0
H 1.599 -0.097 3.274 0.0 -0.5 0.3
H 0.824 -1.671 -0.796 -0.4 0.3 -0.4
O 6.043 -4.955 -1.042 0.0 0.0 0.0
H 2.959 -0.941 1.545 0.2 0.0 0.1
O -0.855 1.890 -2.358 0.8 -1.2 1.6
H -1.927 4.257 -0.505 0.5 -0.2 0.1
C -5.188 -3.276 -4.684 0.0 0.0 0.1
C -2.878 -2.422 -3.541 0.2 -0.3 0.2
H -12.628 -3.786 2.714 0.1 0.0 0.0
```
Positions in Å, forces in eV/Å.

Output
HOMO energy: -5.913 eV
Charge: -1
Gap between HOMO and LUMO: 3.0873 eV
F_max: 4.082 eV/A